1.
20
Properties=species:S:1:pos:R:3:forces:R:3:lowdin_charge:R:1 method="wB97M-V/def2-TZVPD" charge=+1
C -1.94624 2.61305 0.89730 -0.22 0.56 0.53 0.0100
C -0.79409 1.80275 1.38415 0.33 -0.31 -0.50 -0.5479
O -0.65896 0.61933 1.04978 0.08 -0.02 -0.20 -0.0272
N 0.16627 2.40676 2.09918 0.42 0.00 0.07 0.1875
H -1.86540 3.64040 1.24920 -0.17 0.01 -0.10 0.0867
H -2.88031 2.18963 1.22926 -0.30 -0.19 0.31 0.0904
H 1.06373 1.95156 2.13443 -0.12 -0.23 0.35 0.1199
H 0.10237 3.28958 2.57518 -0.32 0.14 -0.34 0.1204
H -2.01010 2.60913 -0.18492 0.36 -0.05 -0.18 0.0935
C 0.83848 -2.48458 -0.74656 0.48 2.23 -1.10 -0.1455
C 1.84014 -2.11534 -1.84637 -0.85 -0.50 -0.26 -0.0731
N -0.22491 -1.37520 -0.67757 -0.05 -0.32 0.29 0.1627
H 0.31431 -3.38114 -1.04410 0.10 -0.39 0.77 0.1262
H 1.33321 -2.38996 0.20360 -0.06 -0.95 0.47 0.1220
H 2.66069 -2.82173 -1.83170 0.28 0.07 0.08 0.0880
H 2.18598 -1.08911 -1.77750 0.25 0.03 0.21 0.0818
H 0.00045 -0.48041 -1.11365 0.28 -0.29 -0.61 0.1503
H -0.37606 -1.01239 0.27509 -0.40 -0.26 0.25 0.1050
H -1.09414 -1.73255 -1.06535 -0.19 0.36 0.09 0.1645
H 1.34460 -2.23978 -2.80947 0.10 0.10 -0.15 0.0847



2.
20
Properties=species:S:1:pos:R:3:forces:R:3:lowdin_charge:R:1 method="wB97M-V/def2-TZVPD" charge=+1
C -1.44006 -0.09950 0.03629 -0.74 0.01 -3.86 -0.1296
C -0.66857 0.62893 1.03492 -1.56 0.25 3.25 -0.2630
C 0.10439 1.69774 0.39117 1.84 -0.64 0.08 -0.1368
C 1.44675 1.55339 0.17754 -0.85 -0.46 2.60 -0.2262
N 2.18635 2.31324 -0.69851 -2.81 0.23 -0.72 0.0710
N -0.36736 -0.83156 -0.89973 0.58 0.73 2.58 0.1916
H -2.16451 -0.84693 0.25422 -0.10 -0.91 1.05 0.1122
H -2.08721 0.59473 -0.58324 1.26 -0.56 0.18 0.1493
H -0.17624 -0.11807 1.65260 0.93 0.14 0.01 0.1258
H -1.41446 1.03358 1.78546 0.58 -0.15 -0.84 0.1529
H -0.53013 2.50141 0.04987 0.33 0.26 -0.67 0.1188
H 2.03043 0.89186 0.99349 -1.20 1.04 -2.51 0.1825
H 1.70690 3.19593 -0.91786 0.24 -0.59 -0.23 0.1193
H 3.02250 2.52314 -0.30563 3.43 0.74 1.00 0.0456
H -0.58016 -0.82019 -1.87984 -0.29 -0.61 -0.49 0.1507
H -0.13110 -1.75206 -0.44250 -0.85 0.16 -1.14 0.1235
H 0.53025 -0.30033 -0.77916 -0.85 0.14 -0.28 0.1282
H -1.11945 -4.08220 0.55730 1.33 0.69 -1.06 0.0994
H 0.06262 -4.41034 -0.40285 0.22 -0.37 -0.14 0.0508
O -0.41093 -3.67278 -0.02355 -1.50 -0.11 1.19 -0.0658



3.
20
Properties=species:S:1:pos:R:3:forces:R:3:lowdin_charge:R:1 method="wB97M-V/def2-TZVPD" charge=+1
C 0.63326 -0.47344 0.84091 -0.55 2.23 2.01 -0.1516
C 0.37773 -1.62391 -0.30398 0.38 -1.41 -2.24 -0.1117
C -0.98291 -2.15733 -0.27663 0.23 0.18 -0.18 -0.0891
C -1.88828 -1.51990 -1.05965 -0.40 1.31 0.16 0.1657
N -0.28665 2.78262 1.54060 -0.06 -0.43 0.13 0.0658
N 1.44338 0.60905 0.43413 -0.37 -3.36 -1.16 0.1424
H -0.34039 -0.02433 1.05928 -0.01 -0.27 -0.10 0.1216
H 0.95627 -1.03891 1.73552 0.42 0.02 -0.58 0.1658
H 1.16443 -2.38483 -0.25165 -0.15 0.18 0.61 0.1344
H 0.53693 -1.06387 -1.25803 -0.13 -0.13 0.83 0.0967
H -1.58190 -0.59123 -1.56717 -0.07 -0.35 0.24 0.0816
H -2.95751 -1.72961 -1.12622 0.44 -0.58 -0.17 0.1015
H -0.57226 3.66191 1.13167 0.16 0.00 -0.02 0.0310
H 0.48311 2.35548 1.03717 -0.10 0.36 -0.03 -0.0273
H 0.00185 2.92468 2.50044 -0.09 0.13 -0.01 0.0300
H 2.36876 0.25976 0.16149 0.36 0.40 0.54 0.1432
H 0.93296 0.83481 -0.50928 -0.46 1.83 -1.57 0.0478
H -1.26067 -3.04567 0.28162 0.14 0.17 0.19 0.1269
H 0.62193 1.46097 -2.49710 0.42 -0.03 0.42 0.0499
O 0.34997 0.76376 -1.87310 -0.16 -0.27 0.91 -0.1246



4.
20
Properties=species:S:1:pos:R:3:forces:R:3:lowdin_charge:R:1 method="wB97M-V/def2-TZVPD" charge=+1
C 0.08207 -0.03066 -0.52755 0.50 -1.00 -0.31 -0.1905
C -0.52374 0.29314 -1.86463 -1.11 0.45 -0.84 -0.2540
C -0.69333 1.78379 -2.12416 -1.73 0.98 -0.49 -0.1029
N -0.41266 -1.39319 -0.14704 -1.30 -0.46 -0.28 0.1572
H 1.18352 -0.11983 -0.55359 -0.49 0.30 -0.04 0.1404
H -0.22443 0.63185 0.26599 -0.08 0.30 0.11 0.1150
H -1.57227 -0.10487 -1.92420 0.82 0.04 0.27 0.1277
H 0.01949 -0.20105 -2.67827 0.02 0.10 0.15 0.1236
H -1.20547 2.28472 -1.28819 0.30 -0.35 0.20 0.0780
H 0.20533 2.36688 -2.29702 0.18 -0.21 -0.30 0.0765
H -1.47448 1.97437 -2.93452 1.49 -0.40 0.58 0.1081
H -1.45070 -1.36156 -0.12601 0.68 -0.04 0.09 0.1748
H -0.19907 -2.10098 -0.87088 0.19 0.38 0.53 0.1804
H -0.07498 -1.69085 0.80948 0.39 -0.22 -0.24 0.0755
C 0.80187 -0.94092 2.88483 -1.53 -0.45 0.85 -0.3288
N 1.18354 0.27533 2.44892 1.15 -0.18 -0.10 0.1431
O 0.63344 -1.95012 2.19638 0.43 0.84 0.29 -0.0118
H 0.42925 -0.92239 3.94209 0.59 -0.16 -0.54 0.1578
H 1.77947 0.29346 1.62586 -0.24 0.02 0.05 0.1090
H 1.51315 0.91289 3.16251 -0.27 0.06 0.02 0.1209



We obtain electronic energy values of -344.74701 -344.67766 -344.44306 -344.73013 a.u. for the records listed above, in that order.
We obtain molecular weight values of 105.2 105.2 105.2 105.2 g/mol for the records listed above, in that order.